Run w
The following is a quantum chemistry calculation of C20H27N3O5 as an isolated structure, from the Open Molecules 2025 dataset.

Structure (XYZ):
```
55
Properties=species:S:1:pos:R:3:mulliken_charge:R:1
C 2.2149 2.0803 2.9134 -1.1017
H 2.9369 2.7148 2.3050 0.3182
H 1.5526 2.8620 3.3211 0.4469
H 2.7006 1.4452 3.5449 0.2915
O 1.5210 1.6440 2.0084 -0.0815
C 0.2731 1.8448 1.8587 0.2430
O -0.2222 2.7532 2.4620 -0.6664
C -0.4512 0.9847 0.7506 0.0800
N -1.6600 1.5943 0.3734 -0.1190
C -2.6056 1.0761 -0.4690 0.4155
O -2.3316 -0.1739 -1.1944 -0.6488
O -3.4937 1.8268 -0.7876 -0.3083
C -4.6303 1.7024 -1.5467 0.9175
C -5.3779 0.1235 -1.2949 -1.7059
H -5.6489 0.3561 -0.2708 0.4959
H -6.1606 -0.0971 -1.7968 0.5912
H -4.6827 -0.5627 -1.1565 0.4109
C -4.0694 1.3793 -2.9436 -1.1439
H -4.9441 1.2721 -3.9009 0.2696
H -3.3807 0.4802 -3.0675 0.3096
H -3.4871 2.4052 -3.3232 0.3130
C -5.6040 2.4595 -1.5008 -1.1805
H -6.4928 2.4103 -2.2830 0.3438
H -6.0512 2.5614 -0.4536 0.2946
H -5.0556 3.6856 -2.0412 0.2360
H -2.0647 2.4368 0.8679 0.3757
H 0.0828 0.7996 0.0897 0.9151
C -0.8280 -0.4662 1.4351 -1.4509
C 0.4057 -1.4006 1.7764 0.8414
C 1.0435 -1.7695 2.8061 -1.3867
N 2.0440 -2.6741 2.2253 -0.6096
C 1.9739 -2.6617 1.0163 -0.2795
N 0.8582 -1.9994 0.5507 0.4810
C 0.5598 -1.6998 -0.7047 -0.9409
O 1.1989 -0.6646 -1.3361 -0.1425
C 2.3777 -1.0700 -2.1267 -1.0311
C 3.5933 -1.0203 -1.0795 0.4668
C 3.5385 -0.5540 0.2758 0.4505
C 4.6573 -0.5918 1.0502 0.0600
C 5.6448 -1.7364 0.8469 -0.6919
C 5.3702 -2.3997 -0.1155 -0.0784
C 4.5211 -2.4237 -1.0737 -1.0685
H 4.5065 -2.8206 -1.9752 0.6553
H 6.2690 -3.0930 -0.2678 0.1307
H 6.4869 -1.7317 1.5344 0.4346
H 4.5678 0.1762 1.9676 0.0928
H 2.8177 0.4884 0.3992 -0.2040
H 2.5142 0.0555 -2.4556 0.2650
H 2.3850 -1.7684 -2.7899 0.7157
H 0.8473 -2.8304 -1.3478 0.2175
H -0.5532 -1.5427 -0.9346 0.4078
H 2.4754 -3.3807 0.3633 0.5382
H 0.8619 -1.3800 3.6343 0.7603
H -1.7067 -0.9148 1.1638 0.7620
H -1.2983 -0.1904 2.6971 0.2927
```

Kohn-Sham gap in eV: 8.8
Total charge: 0
LUMO in eV: 0.32
Spin multiplicity: 1
E_HOMO in Ha: -0.3102

Run x
The following is a quantum chemistry calculation of one molecule with the formula C20H27N3O5, from the Open Molecules 2025 dataset.

Structure (XYZ):
```
55
Properties=species:S:1:pos:R:3:mulliken_charge:R:1
C 4.7336 0.0318 -4.0955 -1.0539
C 4.5375 -1.4009 -4.5755 -0.3166
O 3.4421 -2.0518 -3.9433 -0.3871
C 3.7282 -2.7536 -2.7815 0.0253
C 2.3979 -3.4043 -2.3473 -1.0397
N 1.4316 -2.3877 -2.0407 -0.0531
C 0.8556 -2.2358 -0.8504 0.3697
O 0.9693 -2.9872 0.1088 -0.7641
C -0.0367 -0.9912 -0.7806 0.6961
O -0.1721 -0.2460 -1.7334 -0.7302
N -0.5922 -0.8926 0.4408 -0.0496
C -1.4643 0.0647 0.9553 0.6860
C -1.9258 1.1319 0.1966 -1.0447
C -2.7968 2.0666 0.7354 0.8294
C -3.2142 1.9311 2.0623 -0.2895
C -2.7492 0.8567 2.8309 0.6581
C -1.8860 -0.0657 2.2771 -0.9502
C -3.2154 0.7640 4.2532 -0.9407
C -4.6666 1.2193 4.3216 -0.8041
C -4.8190 2.6154 3.7542 0.6771
O -5.5671 3.4451 4.2305 -0.6725
N -4.0711 2.8700 2.6431 -0.0730
C -4.2409 4.1361 1.9563 -0.8475
C -4.4973 3.8796 0.4776 -0.7902
C -3.2649 3.2116 -0.1202 -0.9336
O 4.2573 -1.8849 -1.8170 -0.2826
C 4.9619 -2.4707 -0.7339 -0.3751
C 4.2005 -2.3618 0.5819 -1.0183
H 4.9568 0.0435 -3.0329 0.2304
H 5.5516 0.4917 -4.6439 0.3941
H 3.8250 0.6032 -4.2648 0.2818
H 5.4523 -1.9873 -4.4203 0.3191
H 4.2900 -1.4091 -5.6414 0.3324
H 4.4699 -3.5605 -2.9876 0.4597
H 2.0424 -4.0264 -3.1744 0.3875
H 2.5383 -4.0183 -1.4555 0.4245
H 1.3021 -1.6455 -2.7186 0.2813
H -0.3173 -1.6508 1.0640 0.1442
H -1.6030 1.2325 -0.8265 0.7126
H -1.5310 -0.8925 2.8753 0.4458
H -3.1128 -0.2556 4.6268 0.3931
H -2.5980 1.4151 4.8816 0.3035
H -5.0437 1.2230 5.3442 0.3297
H -5.2950 0.5481 3.7281 0.3146
H -5.0788 4.6491 2.4326 0.4347
H -3.3362 4.7416 2.0822 0.2824
H -4.7121 4.8182 -0.0332 0.3953
H -5.3656 3.2259 0.3735 0.3120
H -3.4726 2.8503 -1.1288 0.4294
H -2.4543 3.9429 -0.1990 0.3194
H 5.1928 -3.5196 -0.9595 0.3202
H 5.9079 -1.9207 -0.6527 0.3636
H 3.9905 -1.3170 0.7958 0.2689
H 3.2573 -2.8993 0.5438 0.1637
H 4.8072 -2.7720 1.3849 0.4307
```

Kohn-Sham gap in eV: 8.5
SMILES: CCOC(CNC(=O)C(=O)Nc1cc2c3c(c1)CCC(=O)N3CCC2)OCC
Total charge: 0
LUMO in eV: 0.65
Spin multiplicity: 1
E_HOMO in Ha: -0.2893

Most stable to least stable, the ends of the list are run x and run w.